# 1
# C6H9F3NNiO2

A structure of composition C6H9F3NNiO2 in a non-equilibrium geometry (ωB97M-V with the def2-TZVPD basis set, the Open Molecules 2025 dataset).

Positions of all 22 atoms, in Å:
C 0.697 -1.529 0.634
C 1.094 -0.262 -0.099
N 2.470 0.063 0.324
C 0.147 0.909 0.198
C -1.223 0.880 -0.525
C -2.316 -0.011 0.041
F -2.390 -1.196 -0.522
F -2.210 -0.213 1.416
F -3.509 0.579 -0.110
C 1.180 -0.552 -1.588
O 0.947 -1.642 -2.081
O 1.526 0.375 -2.400
H 1.449 -2.275 0.456
H 0.566 -1.338 1.689
H -0.232 -1.917 0.231
H 2.473 0.536 1.219
H 2.896 0.706 -0.334
H 0.087 0.989 1.305
H 0.636 1.818 -0.121
H -1.631 1.884 -0.495
H -1.081 0.664 -1.571
Ni -1.577 1.530 2.332

Calculated values
HOMO energy (alpha / beta) = -13.577 / -13.532 eV
<S²> = 2.009
total charge = +1
gap between HOMO and LUMO (alpha / beta) = 0.2655 / 0.2585 hartree
multiplicity = 3

***

# 2
# C3H8N2O4

A cluster of 2 separate species, C3H8N2O4 in total in a non-equilibrium geometry (ωB97M-V with the def2-TZVPD basis set, the Open Molecules 2025 dataset).

Positions of all 17 atoms, in Å:
N -1.158 1.955 -1.495
O 0.070 1.875 -0.718
C 0.949 0.799 -1.033
O 2.137 0.802 -0.755
O 0.482 0.068 -2.089
H -1.839 1.797 -0.744
H -1.156 1.100 -2.061
H 1.275 -0.409 -2.399
C 0.559 -1.969 0.897
C 0.090 -0.560 1.118
N -1.174 -0.270 0.906
O -1.540 0.912 1.523
H 1.637 -1.957 0.720
H 0.058 -2.404 0.030
H 0.365 -2.565 1.792
H 0.681 0.049 1.822
H -1.437 0.776 2.484

Calculated values
SMILES string = NOC(=O)O.C/C=N/O
HOMO energy = -9.920 eV
relative energy (zero: lowest compared OMol25 entry of this formula, charge and spin) = 5.3677 eV
total charge = 0
gap between HOMO and LUMO = 0.3818 hartree

***

# 3
# C2H2O2

The molecule C2H2O2 in a non-equilibrium geometry (ωB97M-V with the def2-TZVPD basis set, the Open Molecules 2025 dataset).

Positions of all 6 atoms, in Å:
O 1.149 -0.459 1.195
C 0.648 -0.444 0.091
C -0.537 0.512 -0.126
O -0.854 1.535 0.414
H 0.975 -1.118 -0.684
H -1.382 -0.027 -0.890

Calculated values
SMILES string = O=CC=O
HOMO energy = -10.135 eV
relative energy (zero: lowest compared OMol25 entry of this formula, charge and spin) = 0.6044 eV
total charge = 0
gap between HOMO and LUMO = 0.3389 hartree

***

# 4
# C4H6O2

The molecule C4H6O2 in a non-equilibrium geometry (ωB97M-V with the def2-TZVPD basis set, the Open Molecules 2025 dataset).

Positions of all 12 atoms, in Å:
C 0.742 -0.880 -1.191
C 0.639 0.464 0.637
C -0.839 0.412 0.267
C -1.766 -0.138 1.036
O 1.426 0.017 -0.460
O 1.309 -1.033 -2.348
H 2.128 -0.507 -2.469
H 0.840 -0.169 1.507
H 0.957 1.499 0.822
H -1.110 1.035 -0.575
H -2.817 0.014 0.862
H -1.510 -0.714 1.911

Calculated values
HOMO energy = -8.802 eV
relative energy (zero: lowest compared OMol25 entry of this formula, charge and spin) = 3.1630 eV
total charge = 0
gap between HOMO and LUMO = 0.3563 hartree

***

# 5
# CH5N2O2

A cluster of 2 separate species, CH5N2O2 in total in a non-equilibrium geometry (ωB97M-V with the def2-TZVPD basis set, the Open Molecules 2025 dataset).

Positions of all 10 atoms, in Å:
C 0.953 -2.061 -0.822
N 0.852 -0.852 -0.897
N -0.583 1.334 0.473
O -1.252 0.788 1.575
O 0.875 -3.203 -0.723
H 1.733 -0.469 -1.374
H -1.492 -0.077 1.160
H -0.077 0.571 -0.166
H -1.207 2.016 -0.024
H 0.197 1.953 0.797

Calculated values
HOMO energy = -15.834 eV
relative energy (zero: lowest compared OMol25 entry of this formula, charge and spin) = 0.0866 eV
total charge = +1
gap between HOMO and LUMO = 0.4352 hartree

***

# 6
# C5H9O4

A cluster of 2 separate species, C5H9O4 in total in a non-equilibrium geometry (ωB97M-V with the def2-TZVPD basis set, the Open Molecules 2025 dataset).

Positions of all 18 atoms, in Å:
O 1.354 -0.790 1.334
O 2.055 -1.539 0.689
H 2.125 -0.792 -1.338
C 1.711 -0.051 -0.665
C 0.378 -0.215 -0.344
C -0.254 0.766 0.348
C -1.732 0.791 0.504
O -2.132 2.133 0.863
C -0.342 -1.473 -0.544
O 2.335 1.104 -0.466
H 0.341 1.641 0.646
H -2.187 0.542 -0.484
H -2.069 0.035 1.261
H -3.098 2.185 0.890
H 0.288 -2.286 -0.883
H -1.010 -1.812 0.264
H -1.043 -1.316 -1.374
H 3.279 1.078 -0.701

Calculated values
HOMO energy (alpha / beta) = -6.291 / -8.505 eV
relative energy (zero: lowest compared OMol25 entry of this formula, charge and spin) = 1.1105 eV
<S²> = 3.790
total charge = 0
gap between HOMO and LUMO (alpha / beta) = 0.2545 / 0.2938 hartree
multiplicity = 4